Entry 1:
DFT (ωB97M-V/def2-TZVPD) results for a structure of composition C7H20I2NO10P2SSi2.

Computed properties:
Kohn-Sham gap: 3.80 eV
total charge: -1
lowest unoccupied orbital energy: 1.234 eV

Positions of all 45 atoms, in Å:
N -3.25 0.53 -1.74
Si -3.05 -0.68 -0.43
C -2.56 -2.44 -1.11
C -2.15 -3.46 0.05
O -2.13 -3.21 1.26
I -1.53 -5.48 -0.54
O -2.11 -0.15 0.90
Si -0.46 0.18 0.54
C 0.61 -1.38 0.15
C 0.80 -1.68 -1.41
C 2.36 -1.72 -1.88
S 3.30 -3.15 -1.17
O 3.61 -4.23 -2.18
O 4.58 -2.57 -0.62
O 2.54 -3.88 0.13
P -0.11 1.89 -0.84
O -0.44 1.47 -2.48
I 2.32 2.46 -0.90
P 0.37 0.88 2.52
O 1.81 1.38 2.41
O -0.69 1.90 3.35
O 0.45 -0.58 3.47
H -2.70 0.17 -2.55
H -4.23 0.46 -2.09
H -4.43 -0.88 0.10
H -3.55 -2.85 -1.55
H -1.83 -2.39 -1.98
H 1.66 -1.13 0.56
H 0.27 -2.30 0.76
H 0.20 -1.03 -2.12
H 0.43 -2.76 -1.59
H 2.86 -0.72 -1.68
H 2.32 -1.89 -3.02
H 1.92 -4.59 -0.16
H 0.37 1.21 -2.97
H -0.72 1.61 4.30
H -0.15 -1.25 3.06
C 0.73 5.87 1.10
C 0.07 4.65 1.78
O -1.00 4.32 1.04
H 0.05 6.73 1.06
H 1.62 6.18 1.67
H 1.06 5.64 0.08
H -0.09 4.96 2.83
H 0.88 3.91 1.89

Results of the Mulliken charge analysis, in e, for atoms 1 through 4: -0.590 0.230 -0.488 0.142



Entry 2:
DFT (ωB97M-V/def2-TZVPD) results for an isolated molecule of C24H31N3O5S.

Computed properties:
Kohn-Sham gap: 8.55 eV
SMILES string: CCc1cccc(OCC(=O)Nc2cc(S(=O)(=O)N3CCOCC3)ccc2N2CCCC2)c1
lowest unoccupied orbital energy: 0.514 eV

Positions of all 64 atoms, in Å:
C -5.04 -3.59 0.92
C -4.22 -2.30 1.04
C -3.05 -2.34 0.10
C -3.17 -1.88 -1.21
C -2.11 -1.96 -2.08
C -0.90 -2.50 -1.68
C -0.76 -2.96 -0.37
O 0.40 -3.49 0.16
C 1.54 -3.54 -0.66
C 2.06 -2.16 -1.06
O 2.69 -1.97 -2.08
N 1.80 -1.21 -0.13
C 1.72 0.19 -0.45
C 0.52 0.62 -0.99
C 0.30 1.95 -1.26
S -1.31 2.44 -1.85
O -1.90 1.37 -2.59
O -1.23 3.74 -2.44
N -2.22 2.61 -0.45
C -1.84 3.71 0.41
C -2.96 3.93 1.43
O -3.22 2.75 2.16
C -3.59 1.69 1.30
C -2.48 1.40 0.28
C 1.29 2.88 -0.99
C 2.49 2.46 -0.47
C 2.76 1.11 -0.19
N 3.96 0.75 0.34
C 4.51 -0.60 0.32
C 6.01 -0.40 0.54
C 6.06 0.88 1.36
C 4.97 1.72 0.72
C -1.84 -2.88 0.50
H -4.43 -4.45 1.16
H -5.89 -3.56 1.60
H -5.42 -3.70 -0.10
H -3.86 -2.20 2.07
H -4.85 -1.45 0.81
H -4.11 -1.45 -1.54
H -2.20 -1.58 -3.09
H -0.08 -2.54 -2.38
H 2.30 -4.05 -0.05
H 1.37 -4.14 -1.56
H 1.21 -1.50 0.64
H -0.26 -0.09 -1.21
H -1.69 4.59 -0.21
H -0.90 3.48 0.95
H -2.68 4.68 2.16
H -3.87 4.24 0.90
H -3.76 0.82 1.94
H -4.51 1.95 0.76
H -2.79 0.64 -0.43
H -1.58 1.06 0.82
H 1.11 3.92 -1.21
H 3.26 3.20 -0.29
H 4.30 -1.09 -0.63
H 4.08 -1.19 1.14
H 6.47 -1.25 1.03
H 6.51 -0.24 -0.42
H 7.03 1.37 1.33
H 5.81 0.67 2.40
H 4.55 2.46 1.41
H 5.36 2.25 -0.16
H -1.71 -3.25 1.51

Results of the Mulliken charge analysis, in e, for atoms 1 through 4: -1.302 -1.205 1.102 -0.643



Entry 3:
DFT (ωB97M-V/def2-TZVPD) results for an isolated molecule of C6H7NO.

Computed properties:
Kohn-Sham gap (spin up / spin down): 7.90 / 7.90 eV
lowest unoccupied orbital energy (spin up / spin down): 0.536 / 0.537 eV

Positions of all 15 atoms, in Å:
C 1.85 -0.52 0.07
C 0.95 -1.45 -0.35
C 1.34 0.36 1.09
C -0.12 -1.76 0.49
C -0.69 0.88 -0.03
C -1.82 -0.12 0.17
N 0.18 0.86 1.12
O -1.27 -1.34 0.76
H 2.89 -0.51 -0.23
H 1.21 -2.22 -1.06
H 1.96 0.58 1.96
H -0.15 0.67 -0.97
H -1.11 1.88 -0.09
H -2.54 0.23 0.90
H -2.31 -0.39 -0.76

Results of the Mulliken charge analysis, in e, for atoms 1 through 4: -0.401 -0.308 -0.059 -0.002



Entry 4:
DFT (ωB97M-V/def2-TZVPD) results for a cluster of 2 separate species, C4H11NO in total.

Computed properties:
Kohn-Sham gap: 9.01 eV
SMILES string: C=CNCC.O
lowest unoccupied orbital energy: 0.930 eV

Positions of all 17 atoms, in Å:
C 0.79 1.58 0.97
C 0.58 0.28 0.79
N 1.54 -0.53 0.22
C 1.03 -1.71 -0.64
C -0.29 -1.23 -1.46
H -0.17 2.24 1.40
H 1.65 2.11 0.64
H -0.32 -0.12 1.04
H 2.30 -0.05 -0.15
H 1.77 -1.91 -1.50
H 0.91 -2.61 0.04
H -1.13 -1.95 -1.33
H -0.81 -0.30 -1.17
H -0.18 -1.10 -2.55
O -2.71 1.86 0.93
H -2.95 1.11 1.41
H -2.00 2.34 1.36

Results of the Mulliken charge analysis, in e, for atoms 1 through 4: -0.630 -0.074 -0.372 -0.360



Entry 5:
DFT (ωB97M-V/def2-TZVPD) results for a structure of composition C14H17KN2O3S.

Computed properties:
Kohn-Sham gap: 7.78 eV
lowest unoccupied orbital energy: -0.005 eV

Positions of all 38 atoms, in Å:
K -0.46 -2.59 -0.45
C -2.57 5.82 0.04
C -2.08 4.42 -0.23
C -2.41 3.36 0.62
C -1.96 2.08 0.37
C -1.16 1.84 -0.75
C -0.82 2.87 -1.60
C -1.28 4.16 -1.34
S -0.56 0.20 -1.04
O 0.40 0.31 -2.12
O -1.72 -0.64 -1.32
N 0.05 -0.37 0.29
C 1.34 -0.10 0.70
C 1.96 1.16 0.61
C 3.24 1.32 1.08
C 3.90 0.23 1.65
C 3.22 -0.97 1.70
N 1.98 -1.15 1.24
H -3.19 5.85 0.93
H -3.15 6.20 -0.80
H -1.73 6.50 0.19
H -3.03 3.56 1.48
H -2.20 1.26 1.04
H -0.18 2.66 -2.46
H -1.01 4.97 -2.01
H 1.42 1.99 0.17
H 3.73 2.29 1.02
H 4.91 0.32 2.04
H 3.70 -1.84 2.14
C 0.13 -6.56 -1.19
C -0.48 -6.16 0.14
O 0.07 -4.94 0.65
H -0.41 -7.40 -1.62
H 1.17 -6.87 -1.07
H 0.10 -5.74 -1.90
H -0.37 -6.95 0.88
H -1.55 -5.98 0.03
H 0.99 -5.08 0.89

Results of the Mulliken charge analysis, in e, for atoms 1 through 4: 0.829 -1.415 1.005 -0.841



Entry 6:
DFT (ωB97M-V/def2-TZVPD) results for the ion CH5NO2P with charge -1.

Computed properties:
Kohn-Sham gap: 8.90 eV
total charge: -1
SMILES string: C[P@@](N)(=O)[O-]
lowest unoccupied orbital energy: 4.374 eV

Positions of all 10 atoms, in Å:
C -0.48 0.45 1.17
P 0.12 0.43 -0.87
N 0.44 -1.35 -1.04
O -1.05 0.86 -1.73
O 1.43 1.12 -1.00
H 0.35 0.07 1.66
H -0.46 1.47 1.26
H -1.45 0.04 1.48
H -0.24 -1.46 -0.30
H 1.35 -1.64 -0.64

Results of the Mulliken charge analysis, in e, for atoms 1 through 4: -1.207 0.849 -0.725 -0.725



Entry 7:
DFT (ωB97M-V/def2-TZVPD) results for a structure of composition C49H62AsN3OP2PdS.

Computed properties:
Kohn-Sham gap (spin up / spin down): 2.41 / 2.51 eV
total charge: +4
lowest unoccupied orbital energy (spin up / spin down): -14.157 / -14.134 eV

Positions of all 120 atoms, in Å:
Pd -0.04 0.24 0.45
C 6.40 4.89 -3.60
S 6.07 3.86 -2.17
C 4.84 4.83 -1.24
C 3.88 3.95 -0.45
C 2.94 3.13 -1.35
N 2.05 2.26 -0.59
P 2.32 0.55 -0.39
C 4.08 0.50 0.10
C 4.40 0.32 1.44
C 5.72 0.39 1.87
C 6.72 0.64 0.95
C 6.42 0.78 -0.40
C 5.11 0.69 -0.84
C 2.24 -0.13 -2.08
C 3.09 -1.17 -2.48
C 2.95 -1.72 -3.73
C 1.95 -1.28 -4.59
C 1.08 -0.27 -4.18
C 1.21 0.28 -2.93
P 0.38 2.58 -0.34
C 0.19 4.36 -0.67
C 0.38 5.30 0.34
C 0.21 6.64 0.04
C -0.16 7.05 -1.23
C -0.37 6.11 -2.23
C -0.20 4.76 -1.95
C 0.20 2.43 1.49
C -1.12 2.57 1.98
C -1.36 2.55 3.34
C -0.30 2.38 4.23
C 1.00 2.26 3.75
C 1.26 2.27 2.39
H 7.26 4.46 -4.12
H 6.63 5.91 -3.29
H 5.54 4.88 -4.26
H 4.31 5.48 -1.93
H 5.41 5.44 -0.54
H 3.27 4.59 0.20
H 4.44 3.26 0.19
H 3.53 2.52 -2.04
H 2.33 3.82 -1.95
H 3.60 0.13 2.15
H 5.97 0.25 2.91
H 7.75 0.71 1.27
H 7.21 0.94 -1.12
H 4.89 0.77 -1.89
H 3.86 -1.53 -1.81
H 3.61 -2.52 -4.04
H 1.84 -1.72 -5.57
H 0.30 0.07 -4.85
H 0.51 1.04 -2.59
H 0.67 4.99 1.33
H 0.37 7.38 0.82
H -0.31 8.10 -1.44
H -0.67 6.42 -3.22
H -0.36 4.02 -2.72
H -1.93 2.77 1.29
H -2.36 2.68 3.71
H -0.49 2.38 5.29
H 1.82 2.18 4.45
H 2.28 2.21 2.03
C -7.04 -0.23 -1.73
C -6.37 -0.86 -0.51
C -6.71 -2.35 -0.50
C -6.86 -0.21 0.81
C -4.87 -0.57 -0.54
C -4.39 0.72 -0.74
C -3.02 0.95 -0.73
N -2.12 -0.01 -0.56
C -2.56 -1.27 -0.41
C -3.92 -1.57 -0.36
C -1.52 -2.32 -0.34
C -1.83 -3.68 -0.49
C -0.83 -4.65 -0.48
C 0.48 -4.18 -0.34
C 0.72 -2.82 -0.19
N -0.26 -1.92 -0.18
C -1.11 -6.13 -0.60
C -0.56 -6.82 0.65
C -0.42 -6.64 -1.87
C -2.61 -6.45 -0.72
H -8.12 -0.40 -1.67
H -6.68 -0.69 -2.65
H -6.87 0.84 -1.78
H -7.78 -2.48 -0.57
H -6.38 -2.85 0.41
H -6.28 -2.85 -1.37
H -7.91 -0.44 0.96
H -6.74 0.86 0.77
H -6.30 -0.60 1.66
H -5.05 1.55 -0.91
H -2.65 1.96 -0.90
H -4.23 -2.58 -0.19
H -2.85 -3.97 -0.64
H 1.32 -4.86 -0.36
H 1.73 -2.46 -0.06
H 0.52 -6.69 0.73
H -0.77 -7.88 0.61
H -1.02 -6.42 1.56
H 0.66 -6.51 -1.80
H -0.78 -6.11 -2.75
H -0.62 -7.70 -2.01
H -3.15 -6.17 0.18
H -2.74 -7.53 -0.85
H -3.04 -5.97 -1.60
C 0.83 -1.61 4.79
As -0.87 -1.45 3.87
C -1.51 -3.18 3.26
C -2.22 -0.72 5.08
O -0.65 -0.46 2.54
H 0.68 -2.14 5.74
H 1.22 -0.61 4.99
H 1.54 -2.17 4.18
H -1.63 -3.85 4.11
H -0.80 -3.61 2.56
H -2.48 -3.06 2.78
H -2.50 -1.51 5.78
H -3.10 -0.40 4.53
H -1.81 0.12 5.64

Results of the Mulliken charge analysis, in e, for atoms 1 through 4: 0.042 -0.986 0.108 -1.229



Entry 8:
DFT (ωB97M-V/def2-TZVPD) results for a structure of composition C18H30InNO4P2.

Computed properties:
Kohn-Sham gap: 5.90 eV
lowest unoccupied orbital energy: -0.253 eV

Positions of all 56 atoms, in Å:
C 2.20 -3.66 -2.40
C 1.89 -2.39 -1.81
N 1.28 -2.37 -0.58
C 1.21 -3.48 0.16
C 1.72 -4.72 -0.29
C 2.19 -4.81 -1.62
C 2.30 -1.17 -2.40
P 2.10 0.41 -1.68
In -0.15 0.15 0.33
P -0.47 -1.96 1.84
C 0.69 -3.34 1.60
O -1.21 -2.30 -5.60
O -2.60 2.39 -3.37
H 2.52 -3.64 -3.44
H 1.77 -5.56 0.42
H 2.54 -5.77 -2.02
C 3.76 1.01 -1.42
C 1.30 1.52 -2.88
H 0.21 -4.27 1.90
H 1.54 -3.13 2.27
H -0.56 -1.74 -5.12
H 2.74 -1.23 -3.39
C -0.43 -1.42 3.57
C -2.13 -2.71 1.58
H -1.39 -1.33 -0.25
H -2.67 2.00 -2.49
H -3.20 2.00 -4.01
H -2.05 -2.17 -5.09
H 1.73 0.40 -0.18
H -1.95 -1.38 -0.79
H 4.21 1.13 -2.41
H 3.75 1.95 -0.86
H 4.28 0.25 -0.82
H 1.96 1.49 -3.76
H 0.29 1.18 -3.16
H 1.24 2.55 -2.49
H -2.34 -3.46 2.35
H -2.89 -1.91 1.61
H -2.18 -3.16 0.58
H -0.93 -2.18 4.19
H 0.62 -1.30 3.87
H -0.96 -0.45 3.64
O -1.16 2.49 -0.31
C -1.50 2.42 0.89
O -1.66 1.27 1.50
C -1.55 3.61 1.82
C -0.92 3.42 3.05
C -0.96 4.41 4.03
C -1.69 5.59 3.78
C -2.28 5.80 2.53
C -2.20 4.82 1.53
H -0.37 2.49 3.23
H -0.45 4.25 4.97
H -1.79 6.33 4.56
H -2.80 6.73 2.32
H -2.63 4.95 0.54

Results of the Mulliken charge analysis, in e, for atoms 1 through 4: -1.061 0.628 0.110 0.504



The following max |F| values (in eV Å⁻¹) correspond, in order, to the records above: 6.4; 1.0; 2.4; 4.5; 1.8; 4.0; 3.9; 2.9.
The following total energy values (in a.u.) correspond, in order, to the records above: -3341.2808; -1871.7955; -362.6516; -288.9164; -1877.0588; -587.7986; -5587.0095; -1932.2886.